Below is 2 unconnected molecules or ions with the total composition C12H20BrF7N2O2P3 at a distorted geometry, with properties calculated with the ωB97M-V functional and the def2-TZVPD basis.

CARTESIAN COORDINATES (ANGSTROEM)
C  2.271  -1.090  2.729
C  1.201  -0.630  1.705
F  0.057  -0.484  2.432
C  0.986  -1.641  0.544
C  0.714  -2.982  1.242
N  0.657  -3.970  1.821
P  2.657  -1.916  -0.313
O  2.790  -0.738  -1.500
Br  2.433  -3.896  -1.418
C  -0.234  -1.278  -0.395
C  0.004  -1.573  -1.860
N  0.379  -1.675  -2.941
C  -0.741  0.183  -0.297
C  0.311  1.273  -0.659
C  -0.029  2.031  -1.984
C  1.251  2.359  -2.781
O  0.957  2.456  -4.189
P  -1.720  -2.386  0.115
C  -1.702  -3.817  -1.080
C  -3.315  -1.477  -0.167
H  2.323  -0.262  3.454
H  3.268  -1.168  2.285
H  1.954  -1.973  3.290
H  1.550  0.350  1.353
H  2.617  -1.176  -2.346
H  -1.547  0.284  -1.042
H  -1.203  0.435  0.666
H  0.244  2.038  0.138
H  1.354  0.931  -0.660
H  -0.532  2.965  -1.694
H  -0.749  1.473  -2.598
H  1.997  1.559  -2.631
H  1.702  3.301  -2.437
H  1.757  2.150  -4.612
H  -0.733  -4.329  -0.991
H  -1.892  -3.531  -2.125
H  -2.462  -4.564  -0.802
H  -3.411  -0.655  0.548
H  -3.451  -1.089  -1.190
H  -4.116  -2.215  -0.010
F  -2.268  3.394  3.988
P  -1.088  3.822  2.918
F  -0.736  3.974  1.303
F  -1.281  2.217  2.550
F  0.512  3.429  3.074
F  -0.611  4.870  4.102
F  -2.129  5.020  2.467

Frontier orbital gap, eV: 8.242
Electronic energy, hartree: -5026.59310
Net charge: -1
HOMO, eV: -6.40

Atomic partial charges in e from the Löwdin method, atoms 1 to 8: C -0.046; C -0.401; F 0.029; C -0.492; C -0.377; N 0.184; P 0.695; O -0.372

Below is 2 unconnected molecules or ions with the total composition C12H20ClN4O6P2 at a distorted geometry, with properties calculated with the ωB97M-V functional and the def2-TZVPD basis.

CARTESIAN COORDINATES (ANGSTROEM)
N  -1.000  3.806  -6.368
C  -1.363  3.156  -5.214
N  -0.515  2.404  -4.179
C  -1.617  2.023  -3.214
C  -1.617  1.218  -1.787
O  -0.739  0.004  -1.781
C  -1.350  -0.824  -0.688
C  -2.227  -2.180  -1.003
C  -2.875  -2.952  0.320
C  -2.630  -2.362  1.849
C  -1.709  -1.018  2.142
C  -1.064  -0.236  0.851
N  -2.961  2.515  -3.708
P  -4.606  2.350  -3.000
O  -4.957  3.853  -2.176
Cl  -5.960  2.018  -4.621
N  -2.841  3.216  -4.898
H  -1.746  4.126  -7.054
H  -0.011  4.060  -6.579
H  -1.177  1.928  -0.934
H  -2.693  0.808  -1.477
H  -2.361  -2.539  -2.114
H  -3.525  -3.913  0.162
H  -3.118  -2.912  2.784
H  -1.504  -0.615  3.241
H  -0.402  0.734  1.054
H  -4.071  4.210  -1.847
H  -3.646  3.667  -5.401
C  3.942  -2.133  0.929
O  2.997  -2.555  1.902
P  2.799  -1.604  3.334
O  2.792  -0.328  2.481
O  4.333  -1.986  3.800
C  4.572  -3.342  4.129
O  2.601  -0.654  4.766
C  3.306  0.572  4.879
H  4.221  -3.002  0.327
H  3.489  -1.389  0.270
H  4.847  -1.728  1.389
H  5.238  -3.774  3.380
H  3.645  -3.923  4.162
H  5.058  -3.389  5.107
H  2.781  1.357  4.330
H  4.333  0.476  4.518
H  3.332  0.856  5.935

Frontier orbital gap, eV: 6.079
Electronic energy, hartree: -2281.82563
Net charge: +1
Energy relative to the best compared isomer or geometry (same formula, charge and spin), kcal per mole: 329.8
HOMO, eV: -10.89

Atomic partial charges in e from the Löwdin method, atoms 1 to 8: N 0.141; C -0.201; N 0.171; C -0.044; C -0.132; O -0.176; C -0.175; C 0.014